1.
The following is a DFT calculation (the ωB97M-V functional and the def2-TZVPD basis) of a 6-piece molecular cluster, C28H62F13N5O5Si overall at a distorted geometry.

Results
HOMO energy ... -9.1 eV
Frontier orbital gap ... 0.353 Eh
Electronic energy ... -90931.039 eV

Geometry (Å):
1 F -6.3164 3.1973 -0.1310
2 C -5.1567 3.7445 -0.3909
3 F -5.0306 4.8273 0.3172
4 F -4.2223 2.8996 0.0229
5 C -4.9158 3.9632 -1.9028
6 F -4.6722 2.7572 -2.4000
7 F -3.8385 4.6551 -2.1062
8 C -6.1091 4.5055 -2.7413
9 F -7.1637 3.7300 -2.6285
10 F -5.7158 4.3512 -3.9927
11 C -6.4564 6.0172 -2.5291
12 F -5.6913 6.5791 -1.6271
13 F -6.1420 6.6419 -3.6623
14 C -7.9678 6.3512 -2.3319
15 F -7.9970 7.6824 -2.3673
16 F -8.6104 5.9576 -3.4183
17 C -8.6260 5.9377 -0.9926
18 F -7.7185 6.0119 -0.0081
19 F -9.5117 6.9073 -0.6936
20 C -9.3372 4.6143 -0.8607
21 C -10.2914 4.1594 -1.9668
22 Si -11.8689 5.1817 -2.2241
23 H -9.8844 4.6419 0.0765
24 H -8.5870 3.8420 -0.7110
25 H -10.6234 3.1555 -1.7037
26 H -9.8307 4.0374 -2.9417
27 H -12.8579 4.3313 -2.9185
28 H -12.4231 5.6835 -0.9570
29 H -11.5571 6.2785 -3.1687
30 C -2.1054 -0.6981 3.1799
31 C -2.9359 -0.0536 2.0735
32 C -2.8646 -0.8017 0.7320
33 O -1.6691 -0.6014 0.0053
34 C -0.5739 -1.4039 0.4192
35 N -2.5398 1.3505 1.9373
36 H -1.0410 -0.4918 3.0694
37 H -2.4063 -0.3055 4.1518
38 H -2.2449 -1.7815 3.1994
39 H -3.9813 -0.0793 2.3974
40 H -3.6619 -0.4152 0.0899
41 H -3.0590 -1.8750 0.8631
42 H -0.8985 -2.3913 0.7515
43 H -0.0088 -0.9064 1.2112
44 H 0.0937 -1.5282 -0.4309
45 H -3.1640 1.8058 1.2775
46 H -1.6361 1.3659 1.4702
47 C 3.6383 -2.8044 1.6224
48 C 2.3483 -3.3951 2.1796
49 C 2.5779 -4.5900 3.1173
50 O 2.9057 -5.7982 2.4600
51 C 4.2709 -5.9263 2.0869
52 N 1.4618 -3.7379 1.0624
53 H 4.0609 -3.4124 0.8249
54 H 3.4503 -1.8148 1.2021
55 H 4.3933 -2.6963 2.4037
56 H 1.8596 -2.6131 2.7703
57 H 1.6399 -4.7899 3.6441
58 H 3.3262 -4.3551 3.8861
59 H 4.9373 -5.4560 2.8158
60 H 4.4413 -5.5031 1.0941
61 H 4.5058 -6.9881 2.0399
62 H 0.5639 -4.0352 1.4357
63 H 1.8327 -4.5793 0.6265
64 C 7.7799 -9.9113 5.6028
65 C 8.0614 -9.2410 4.2616
66 C 7.0807 -8.1079 3.9192
67 O 5.8059 -8.5383 3.4804
68 C 4.9053 -8.8918 4.5160
69 N 8.0983 -10.2683 3.2165
70 H 6.9350 -10.5976 5.5519
71 H 8.6447 -10.4951 5.9188
72 H 7.5745 -9.1713 6.3793
73 H 9.0567 -8.7910 4.3273
74 H 7.4999 -7.5448 3.0797
75 H 6.9802 -7.4003 4.7531
76 H 5.0414 -8.2671 5.4031
77 H 5.0097 -9.9463 4.7803
78 H 3.8930 -8.7442 4.1381
79 H 8.3918 -9.8419 2.3415
80 H 7.1395 -10.5573 3.0373
81 C -1.3294 9.2476 -3.9313
82 C -2.3166 8.1583 -3.5230
83 C -2.3876 6.9871 -4.5168
84 O -3.1139 7.2579 -5.7014
85 C -2.3940 7.9538 -6.7021
86 N -3.6310 8.7673 -3.3009
87 H -1.7220 9.8838 -4.7243
88 H -1.1136 9.8958 -3.0816
89 H -0.3846 8.8180 -4.2721
90 H -1.9692 7.7479 -2.5695
91 H -2.9233 6.1677 -4.0320
92 H -1.3858 6.6076 -4.7591
93 H -1.3386 7.6674 -6.7163
94 H -2.4863 9.0342 -6.5697
95 H -2.8361 7.6993 -7.6656
96 H -4.2608 8.0658 -2.9275
97 H -4.0228 8.9839 -4.2145
98 C 8.9981 -1.6935 -1.1084
99 C 8.7890 -2.3941 0.2306
100 C 7.9374 -3.6699 0.1342
101 O 6.5476 -3.4435 -0.0096
102 C 6.1209 -3.1560 -1.3304
103 N 8.2295 -1.4333 1.1863
104 H 8.1171 -1.1353 -1.4243
105 H 9.8172 -0.9781 -1.0332
106 H 9.2507 -2.4092 -1.8938
107 H 9.7753 -2.6969 0.5950
108 H 8.0451 -4.2164 1.0759
109 H 8.3021 -4.3361 -0.6588
110 H 6.7051 -3.7044 -2.0742
111 H 6.1700 -2.0837 -1.5310
112 H 5.0767 -3.4589 -1.4154
113 H 8.1898 -1.8645 2.1062
114 H 7.2522 -1.2911 0.9411

Force components x, y, z for each atom (eV/Å):
-1.27 -0.44 -0.11
0.88 -0.23 -0.05
0.00 1.39 0.44
0.62 -0.52 0.06
-1.70 -0.86 0.40
-0.17 -1.41 -0.41
1.45 1.71 -0.03
1.06 0.83 -0.01
-1.39 -0.78 0.92
0.68 0.14 -1.32
-0.76 -0.52 -1.09
0.61 0.26 1.74
0.08 0.30 -1.16
0.94 0.49 0.79
0.15 1.10 0.21
-0.65 -0.89 -0.59
-1.26 -0.62 0.20
1.22 -0.06 0.35
-0.81 0.65 -0.25
0.19 -0.99 -0.53
-0.65 0.12 0.11
0.36 -0.08 -0.51
-0.02 0.36 0.21
0.19 0.04 -0.06
-0.06 -0.09 0.16
0.26 0.08 -0.04
-0.07 -0.07 0.10
-0.02 0.04 0.10
-0.07 0.15 0.20
-0.08 -0.09 0.16
0.35 -0.05 0.02
-0.24 0.10 -0.09
-0.04 -0.16 0.09
0.05 0.32 -0.19
-0.13 -0.04 -0.20
-0.01 0.01 -0.08
0.01 0.05 -0.03
0.02 0.01 -0.02
-0.03 0.00 -0.09
0.05 0.04 -0.02
0.08 -0.01 0.09
-0.05 0.02 0.04
0.03 -0.18 0.10
-0.06 -0.03 -0.02
0.13 -0.10 0.30
0.03 0.01 0.11
0.02 0.21 0.00
0.25 -0.10 -0.17
-0.26 0.01 0.13
0.16 0.08 0.15
-0.18 -0.22 -0.28
-0.08 -0.14 0.17
0.01 -0.07 0.07
-0.05 -0.03 -0.01
0.02 -0.03 -0.03
-0.06 -0.08 0.05
0.00 -0.06 -0.05
0.08 0.05 -0.08
-0.01 0.07 -0.02
0.17 0.14 0.08
-0.04 0.00 0.10
-0.01 0.07 -0.02
0.06 0.08 -0.05
0.11 0.01 0.15
-0.28 -0.19 0.08
0.20 0.15 -0.18
0.06 0.03 0.23
-0.15 -0.11 -0.25
-0.02 0.21 -0.13
-0.03 0.04 -0.06
-0.01 -0.01 -0.06
-0.02 -0.01 -0.01
-0.02 0.07 -0.07
-0.05 -0.04 -0.04
-0.03 -0.09 0.09
0.06 -0.03 0.02
0.01 0.03 0.17
0.04 0.07 -0.03
0.11 -0.06 0.03
0.04 -0.08 0.07
0.17 0.04 0.10
-0.02 0.21 -0.29
-0.06 -0.16 0.20
0.18 -0.02 -0.02
-0.26 0.02 -0.05
0.02 -0.17 -0.04
-0.05 -0.06 -0.02
-0.06 0.00 0.00
-0.02 0.00 -0.02
-0.05 -0.09 -0.02
-0.07 0.00 -0.04
0.04 0.11 -0.03
0.02 0.04 0.05
0.17 0.03 -0.03
-0.01 -0.06 0.04
0.01 0.06 0.12
0.02 0.10 0.04
0.17 0.02 -0.09
-0.25 0.16 -0.19
0.14 -0.13 0.24
0.09 -0.09 -0.18
-0.20 0.08 0.17
-0.05 -0.22 0.11
-0.05 -0.05 0.04
-0.03 0.01 0.05
-0.02 0.00 0.00
-0.04 -0.07 0.06
-0.07 0.03 0.01
0.00 0.09 -0.09
0.06 0.03 0.00
0.07 -0.02 -0.15
0.02 -0.04 0.04
0.10 0.08 0.01
0.05 0.09 -0.05

2.
The following is a DFT calculation (the ωB97M-V functional and the def2-TZVPD basis) of C2H4Cl4FFe as an isolated structure at a distorted geometry.

Results
HOMO energy (spin up / spin down) ... -17.9 / -17.8 eV
Frontier orbital gap (spin up / spin down) ... 0.245 / 0.172 Eh
Multiplicity ... 6
Electronic energy ... -89310.319 eV
Charge ... +2

Geometry (Å):
1 Fe 0.8708 -1.7096 2.3239
2 F 2.5805 -1.9104 2.7027
3 C -2.8822 0.0310 -0.9724
4 Cl -0.8829 -1.0467 1.2959
5 Cl -1.7670 -0.4795 -2.0718
6 H -3.8102 0.2923 -1.5407
7 H -2.5126 0.1674 0.0406
8 C 1.7387 0.9361 -0.2348
9 Cl 2.3600 -0.6156 -0.5574
10 Cl 0.6340 1.7480 -1.4376
11 H 1.0711 0.9966 0.6906
12 H 2.5998 1.5905 -0.2390

Force components x, y, z for each atom (eV/Å):
1.70 -0.03 -0.42
-2.06 0.26 -0.35
1.07 -0.02 -3.35
0.98 -0.47 0.84
-1.01 0.25 1.35
0.22 -0.08 1.49
-0.78 0.04 0.02
-1.66 2.43 0.88
-0.30 -1.64 -0.01
0.38 -0.77 0.01
1.54 -0.22 -1.03
-0.08 0.24 0.57

Energy above the lowest of the compared OMol25 structures with the same formula, charge and spin values, unit kcal/mol, following the record order: 10.5; 0.0.